Entry from the OMol25 dataset: an isolated ion of composition C10H16NS and charge +1 (ωB97M-V/def2-TZVPD).

Structure (XYZ):
```
28
Properties=species:S:1:pos:R:3:mulliken_spin:R:1
C -2.887 -1.620 -0.103 -0.0231
C -3.934 -0.808 0.224 0.1322
C -1.692 -0.831 -0.291 0.1264
C -1.900 0.529 -0.251 -0.0327
C -0.337 -1.249 -0.698 0.0600
C -0.917 1.543 -0.610 0.7517
C 1.057 0.790 0.153 0.7633
C 1.174 1.493 1.464 0.0281
C 2.094 1.010 -0.891 0.0254
C 1.944 -1.479 0.255 0.0299
N 0.684 -0.653 0.317 -0.0118
S -3.664 0.876 0.127 0.0794
H -2.816 -2.642 -0.170 -0.0001
H -4.933 -1.162 0.482 0.0053
H -0.130 -2.234 -0.717 -0.0024
H -0.111 -0.744 -1.606 -0.0023
H -0.556 1.462 -1.656 0.0071
H -0.898 2.569 -0.124 -0.0022
H 0.255 1.763 2.004 0.0110
H 1.523 2.514 1.317 0.0017
H 1.885 1.069 2.206 0.0241
H 2.004 2.048 -1.076 0.0124
H 1.950 0.434 -1.861 0.0029
H 3.101 0.938 -0.361 0.0232
H 2.200 -1.838 -0.725 0.0013
H 2.691 -0.801 0.515 -0.0046
H 2.017 -2.411 0.824 0.0037
H 0.195 -0.565 1.249 -0.0099
```

Calculated values
- F_max (Eh/bohr) = 0.084
- LUMO level (spin up / spin down) (eV) = -2.533 / -5.800
- 2S+1 = 3
- total charge = +1
- ΔE to the lowest compared entry with this formula, charge and spin (kJ/mol) = 99.8


Entry from the OMol25 dataset: one molecule with the formula C4H8N4 (ωB97M-V/def2-TZVPD).

Structure (XYZ):
```
16
Properties=species:S:1:pos:R:3:mulliken_charge:R:1
H -2.067 1.984 -0.241 0.2588
N -1.138 2.012 0.080 -0.7020
C -0.534 0.885 -0.007 0.0637
C 0.913 0.699 0.185 -0.1188
N 1.527 -0.378 0.079 0.0122
N 2.945 -0.282 -0.078 -0.6002
N -0.917 -0.346 -0.538 -0.1928
C -0.972 -1.532 0.379 -0.2334
C -2.125 -0.797 -0.098 -0.6754
H 1.554 1.481 0.511 0.5535
H 3.310 0.622 -0.462 0.2640
H 3.242 -1.168 -0.472 0.2440
H -0.623 -2.453 -0.194 0.2394
H -0.689 -1.296 1.441 0.2274
H -2.603 -0.493 0.748 0.4160
H -2.732 -1.241 -0.899 0.2434
```

Calculated values
- SMILES string = [H]/N=C(/C=N/N)N1CC1
- F_max (Eh/bohr) = 0.100
- LUMO level (eV) = 0.697
- total charge = 0
- ΔE to the lowest compared entry with this formula, charge and spin (kJ/mol) = 407.9


Entry from the OMol25 dataset: C5H7AlO3 as an isolated structure (ωB97M-V/def2-TZVPD).

Structure (XYZ):
```
16
Properties=species:S:1:pos:R:3:mulliken_spin:R:1
O 0.120 -0.279 0.808 -0.0171
C 1.408 -0.168 0.309 0.1318
O 1.718 -0.716 -0.765 0.0361
Al 3.100 0.108 -0.433 0.8039
O 2.180 0.549 0.967 0.0371
C -0.776 -0.983 0.170 0.0075
H -0.469 -1.491 -0.749 -0.0009
H -2.621 -1.934 0.605 -0.0002
C -2.147 -0.949 0.645 0.0018
H -2.281 -0.400 1.581 0.0002
C -2.495 -0.099 -0.587 -0.0001
C -2.207 1.333 -0.623 0.0001
H -3.384 -0.482 -1.095 0.0001
H -2.050 1.757 0.378 -0.0002
H -1.755 0.606 -1.680 -0.0001
H -2.888 1.969 -1.198 0.0000
```

Calculated values
- F_max (Eh/bohr) = 0.211
- LUMO level (spin up / spin down) (eV) = -16.064 / -16.060
- 2S+1 = 2
- total charge = +3
- ΔE to the lowest compared entry with this formula, charge and spin (kJ/mol) = 439.6


Entry from the OMol25 dataset: one molecule with the formula C2H5O2P (ωB97M-V/def2-TZVPD).

Structure (XYZ):
```
10
Properties=species:S:1:pos:R:3:mulliken_charge:R:1
C -0.581 1.490 0.739 -0.6028
O 0.261 0.336 0.594 -0.3283
C -0.141 -0.630 -0.318 0.5937
O -1.153 -0.558 -0.964 -0.5007
P 0.820 -2.172 -0.506 -0.1174
H -1.453 1.142 1.211 0.2890
H -0.923 1.674 -0.261 0.3152
H 0.027 2.166 1.335 0.2061
H 2.121 -1.733 0.054 0.0625
H 1.022 -1.715 -1.885 0.0827
```

Calculated values
- SMILES string = COC(=O)P
- F_max (Eh/bohr) = 0.044
- LUMO level (eV) = 0.809
- total charge = 0
- ΔE to the lowest compared entry with this formula, charge and spin (kJ/mol) = 97.8


Entry from the OMol25 dataset: C30H46N8NiSSi2 as an isolated structure (ωB97M-V/def2-TZVPD).

Structure (XYZ):
```
88
Properties=species:S:1:pos:R:3:mulliken_spin:R:1
Ni -0.460 0.133 -0.146 0.9512
N 0.222 -0.807 4.071 0.0005
C 0.144 -1.362 2.847 0.0101
N -0.066 -0.427 1.960 0.0371
C -0.125 0.724 2.693 -0.0086
N 0.050 0.512 3.983 0.0001
C -0.370 2.006 2.064 -0.0096
C -0.646 3.166 2.792 0.0019
N -0.867 4.322 2.198 -0.0019
C -0.814 4.338 0.870 0.0003
C -0.561 3.196 0.131 0.0003
N -0.333 2.025 0.717 -0.0123
H 0.372 -1.239 4.970 -0.0006
H 0.236 -2.409 2.650 -0.0011
H -0.684 3.142 3.871 -0.0001
H -0.966 5.296 0.392 0.0001
H -0.513 3.219 -0.948 -0.0029
C 4.412 -2.372 0.797 0.0180
Si 3.302 -1.265 -0.295 -0.0530
C 4.434 -0.674 -1.728 0.0697
C 1.860 -2.317 -0.959 0.0194
C 2.550 0.219 0.538 0.3707
Si 3.515 1.528 1.438 -0.0387
C 4.278 2.679 0.103 0.0650
C 4.881 0.688 2.481 0.0092
C 2.627 2.701 2.659 0.0146
H 4.698 -3.274 0.264 -0.0001
H 3.921 -2.675 1.716 -0.0007
H 5.326 -1.855 1.067 -0.0009
H 4.672 -1.475 -2.420 0.0037
H 5.368 -0.290 -1.331 0.0025
H 3.960 0.129 -2.282 -0.0133
H 2.161 -3.037 -1.716 0.0008
H 1.125 -1.652 -1.408 -0.0134
H 1.365 -2.863 -0.161 0.0016
H 1.547 0.471 0.156 0.5280
H 5.067 2.173 -0.441 -0.0006
H 4.688 3.589 0.529 0.0044
H 3.516 2.961 -0.617 -0.0095
H 5.715 0.378 1.861 -0.0015
H 4.499 -0.196 2.982 -0.0007
H 5.270 1.353 3.246 0.0006
H 2.005 3.422 2.140 -0.0012
H 3.367 3.261 3.225 -0.0005
H 2.010 2.175 3.378 -0.0012
C -3.299 -0.188 -4.143 0.0076
C -2.090 -0.665 -3.652 -0.0006
C -1.848 -0.653 -2.299 0.0288
C -2.811 -0.168 -1.389 -0.0314
C -4.033 0.305 -1.907 0.0075
C -4.259 0.295 -3.264 -0.0012
N -2.467 -0.149 -0.072 0.0277
C -3.453 -0.212 0.882 0.0080
C -4.515 -1.122 0.725 0.0037
C -5.450 -1.307 1.718 0.0006
C -5.373 -0.593 2.902 0.0008
C -4.358 0.337 3.060 -0.0008
C -3.418 0.534 2.067 0.0020
H -3.497 -0.206 -5.203 -0.0002
H -1.351 -1.053 -4.340 -0.0002
H -0.921 -1.060 -1.863 -0.0119
H -4.783 0.691 -1.231 0.0005
H -5.203 0.661 -3.646 0.0002
H -4.579 -1.695 -0.188 -0.0003
H -6.246 -2.023 1.568 -0.0002
H -6.089 -0.763 3.692 0.0000
H -4.304 0.923 3.967 0.0000
H -2.652 1.284 2.189 0.0001
C 1.784 -0.889 -4.598 0.0003
N 1.270 0.365 -5.105 -0.0005
C 2.201 1.024 -6.003 -0.0001
C 0.602 1.185 -4.207 -0.0019
S 0.911 1.161 -2.576 0.0248
N -0.283 2.042 -4.752 -0.0005
C -0.752 1.936 -6.113 0.0005
C -0.914 3.047 -3.932 -0.0003
H 1.978 -1.539 -5.452 0.0002
H 1.034 -1.351 -3.961 0.0001
H 2.703 -0.773 -4.018 0.0005
H 3.159 1.216 -5.505 0.0000
H 1.802 1.975 -6.344 0.0000
H 2.379 0.384 -6.866 0.0000
H -0.371 1.024 -6.564 -0.0001
H -0.421 2.794 -6.708 0.0001
H -1.843 1.903 -6.126 -0.0004
H -0.155 3.537 -3.319 -0.0002
H -1.666 2.607 -3.269 -0.0005
H -1.386 3.789 -4.572 -0.0001
```

Calculated values
- F_max (Eh/bohr) = 0.027
- LUMO level (spin up / spin down) (eV) = -0.163 / -0.658
- 2S+1 = 3
- total charge = 0
- ΔE to the lowest compared entry with this formula, charge and spin (kJ/mol) = 187.5


Entry from the OMol25 dataset: C3H9NO2 as an isolated structure (ωB97M-V/def2-TZVPD).

Structure (XYZ):
```
15
Properties=species:S:1:pos:R:3:mulliken_spin:R:1
C 0.695 -1.353 0.300 0.0026
C 1.104 -0.154 1.037 -0.0028
C 1.107 1.202 0.591 -0.0022
N 1.512 2.231 1.263 0.0029
O -1.935 -1.816 -1.333 0.7628
H -0.205 -1.219 -0.309 -0.0074
H 0.315 -2.125 0.983 0.0004
H 1.571 -1.644 -0.303 -0.0005
H 0.952 1.437 -0.465 0.0011
H 1.652 -0.309 1.964 0.0000
H -2.357 0.916 -1.364 -0.0088
H 1.303 2.101 2.266 0.0000
H -2.853 -2.059 -1.549 -0.0228
H -1.722 -0.589 -1.221 -0.0283
O -1.502 0.464 -1.287 0.3033
```

Calculated values
- F_max (Eh/bohr) = 0.033
- LUMO level (spin up / spin down) (eV) = -7.940 / -7.952
- 2S+1 = 2
- total charge = +1
- ΔE to the lowest compared entry with this formula, charge and spin (kJ/mol) = 479.5


- What is the ΔE to the lowest compared entry with this formula, charge and spin in the sixth record?
  479.5 kJ/mol